Formula: H6O3
Source: OMol25
Level of theory: ωB97M-V/def2-TZVPD

## Properties
LUMO energy: 0.0200 Eh
SMILES: O.O.O

Geometry as XYZ:
```
9
Properties=species:S:1:pos:R:3:forces:R:3:mulliken_charge:R:1
H 1.488357 1.020999 -0.478349 -0.1 -0.1 -0.1 0.31
H 0.175115 -1.982770 -2.750379 0.0 0.0 0.1 0.32
O -0.295287 -1.735124 -1.948466 0.4 0.2 0.2 -0.64
H 0.533619 0.230658 0.425733 -0.2 0.3 -0.3 0.33
H 0.302603 -1.112412 -1.480395 -0.5 -0.2 -0.4 0.37
O -0.794045 0.918533 1.919496 0.1 0.0 0.3 -0.61
O 0.714968 0.447350 -0.503585 0.3 -0.1 0.3 -0.69
H -0.390953 1.125636 2.770904 -0.1 0.0 -0.1 0.31
H -1.734378 1.087130 2.045041 0.1 -0.1 -0.1 0.30
```
Forces are in eV/Å.